Computed, not measured: C34H42As2N2O12Tl as an isolated structure, with the ωB97M-V functional and the def2-TZVPD basis.

Calculated values
* orbital gap: 0.154 Ha
* HOMO energy: -14.9 eV
* LUMO level: -10.72 eV
* E: -6976.126518 Ha

Geometry as ORCA input:
```
! RIJCOSX wB97M-V def2-TZVPD def2/J DEFGRID3
* xyz 3 1
Tl 2.428 -0.749 0.933
C 1.517 1.590 3.522
C 2.313 0.695 4.440
O 2.879 -0.377 3.714
C 3.374 -1.426 4.537
C 3.729 -2.586 3.632
O 2.691 -2.864 2.694
C 1.593 -3.614 3.188
C 0.353 -3.243 2.406
O 0.124 -1.828 2.369
C -0.087 -1.299 3.671
C -0.447 0.160 3.575
O 0.465 0.930 2.789
H 2.164 2.033 2.766
H 1.090 2.393 4.132
H 1.677 0.304 5.241
H 3.089 1.303 4.915
H 2.612 -1.707 5.273
H 4.265 -1.111 5.086
H 3.966 -3.466 4.233
H 4.608 -2.331 3.038
H 1.456 -3.449 4.259
H 1.774 -4.684 3.043
H -0.507 -3.753 2.849
H 0.453 -3.562 1.370
H 0.803 -1.445 4.279
H -0.922 -1.816 4.158
H -0.552 0.576 4.580
H -1.414 0.235 3.088
C 2.960 -5.925 -0.538
C 3.117 -4.640 0.001
N 2.643 -3.534 -0.552
C 2.019 -3.668 -1.748
C 1.802 -4.911 -2.362
C 2.278 -6.060 -1.712
C 1.157 -5.000 -3.644
C 0.823 -3.891 -4.322
C 1.094 -2.595 -3.767
C 0.919 -1.426 -4.524
C 1.247 -0.210 -3.987
C 1.695 -0.175 -2.658
N 1.875 -1.250 -1.916
C 1.630 -2.463 -2.469
H 3.377 -6.783 -0.027
H 3.657 -4.517 0.929
H 2.127 -7.035 -2.163
H 0.980 -5.981 -4.068
H 0.379 -3.956 -5.309
H 0.579 -1.511 -5.552
H 1.228 0.695 -4.583
H 1.954 0.774 -2.196
C -2.441 1.066 -4.730
O -1.627 2.131 -4.268
C -1.131 2.182 -3.029
O -0.339 2.985 -2.675
C -1.810 1.206 -2.041
C -2.785 0.462 -2.247
As -3.398 4.331 -0.803
C -3.273 4.740 -2.690
C -1.465 4.034 -0.362
C -0.727 3.065 0.153
As -0.963 1.100 -0.087
C -2.649 0.935 0.915
C 0.639 3.263 0.788
O 1.560 2.666 0.305
O 0.792 4.060 1.834
C -0.326 4.498 2.647
C -1.349 5.511 -0.328
O -2.540 5.985 -0.266
O -0.387 6.308 -0.490
C 1.004 5.870 -0.747
C -3.816 -0.603 -1.955
O -3.455 -1.548 -1.328
O -4.984 -0.284 -2.425
C -6.060 -1.264 -2.188
H -2.898 1.399 -5.657
H -3.288 0.880 -4.019
H -1.851 0.164 -4.891
H -3.855 4.004 -3.247
H -2.253 4.791 -3.065
H -3.759 5.709 -2.815
H -3.495 1.361 0.378
H -2.546 1.477 1.853
H -2.834 -0.118 1.122
H 0.113 4.856 3.569
H -0.999 3.670 2.858
H -0.862 5.320 2.180
H 1.540 5.894 0.193
H 1.402 6.606 -1.432
H 1.003 4.881 -1.198
H -6.965 -0.773 -2.516
H -6.099 -1.512 -1.132
H -5.859 -2.154 -2.777
*
```